Density functional theory data (ωB97M-V/def2-TZVPD) for a single C24H39N3O2S molecule at a distorted geometry.

Geometry as XYZ:
```
69
Properties=species:S:1:pos:R:3:forces:R:3:nbo_charge:R:1
C -7.035730 -1.948539 0.675764 0.35 -0.11 -0.14 -0.636
C -5.964396 -2.297772 -0.367079 -0.29 -0.11 -0.12 -0.025
C -6.587839 -2.395579 -1.761017 0.16 -0.07 0.28 -0.613
N -4.815601 -1.403896 -0.392272 0.09 -0.03 0.07 -0.459
C -5.109513 0.004459 -0.564378 0.12 0.05 -0.29 -0.225
C -3.833209 0.745738 -0.954435 -0.18 0.04 0.43 -0.395
C -2.773161 0.583151 0.142651 -0.15 -0.13 -0.33 -0.029
N -1.600827 1.379938 -0.176152 0.04 0.07 -0.04 -0.475
C -0.646209 0.785815 -1.087858 0.11 0.13 -0.15 -0.224
C 0.307339 1.854585 -1.617987 -0.12 -0.38 -0.13 -0.216
N 0.931674 2.541234 -0.506436 -0.06 0.24 0.02 -0.459
C 2.031902 3.391918 -0.911911 -0.05 0.13 0.07 -0.255
C 3.234387 2.532159 -1.111285 0.15 -0.23 0.03 -0.172
C 4.319651 2.679946 -1.917056 -0.33 0.17 0.11 -0.262
C 5.257197 1.635382 -1.782583 0.05 -0.32 0.22 -0.208
C 4.875517 0.691480 -0.870098 -0.50 0.82 -0.07 -0.281
C 5.557207 -0.469106 -0.495973 0.41 -1.05 0.37 -0.083
C 6.093163 -1.493486 -0.154662 -0.10 0.72 -0.33 0.072
C 6.840677 -2.687260 0.236830 -0.24 -0.41 0.40 0.156
C 6.792730 -2.820484 1.767718 0.10 -0.04 -0.25 -0.610
C 6.231709 -3.919717 -0.438042 0.29 0.19 0.05 -0.600
O 8.185556 -2.599182 -0.215968 0.14 -0.12 -0.09 -0.702
S 3.330405 1.089172 -0.160316 0.45 0.12 -0.49 0.437
C -0.090919 3.190391 0.284341 -0.27 0.19 0.29 -0.227
C -0.973521 2.107314 0.912997 0.21 0.16 0.10 -0.019
C -0.164807 1.230323 1.891622 -0.15 0.41 0.07 -0.462
C 0.450897 1.993138 3.065124 -0.28 -0.51 0.15 -0.058
O 1.562269 2.784825 2.719151 0.47 0.22 -0.18 -0.726
C -2.552564 -0.921819 0.352375 -0.14 0.18 0.32 -0.418
C -3.882519 -1.589201 0.698214 0.23 -0.11 -0.08 -0.210
H -7.796536 -2.724624 0.694807 -0.12 -0.05 0.04 0.213
H -7.515394 -1.003092 0.433892 -0.09 0.11 0.00 0.203
H -6.596464 -1.874930 1.668162 -0.02 0.03 0.15 0.207
H -5.558402 -3.286702 -0.118908 -0.03 0.10 -0.02 0.190
H -7.161008 -1.504326 -2.002973 -0.10 0.10 -0.06 0.198
H -7.257764 -3.250414 -1.806220 -0.13 -0.06 -0.04 0.210
H -5.805919 -2.521264 -2.504625 0.06 -0.03 -0.11 0.219
H -5.850863 0.118413 -1.355721 -0.07 0.05 0.06 0.205
H -5.514707 0.456387 0.359719 -0.06 -0.01 -0.05 0.159
H -3.458207 0.333774 -1.890886 0.03 -0.01 -0.11 0.200
H -4.045344 1.804946 -1.102894 0.04 0.05 0.00 0.212
H -3.189520 0.997138 1.069547 0.00 -0.01 -0.01 0.191
H -0.049707 -0.014028 -0.620656 -0.02 -0.02 -0.10 0.171
H -1.192844 0.355588 -1.928753 0.06 -0.07 -0.01 0.207
H -0.255032 2.563030 -2.252718 0.05 -0.02 0.04 0.168
H 1.080159 1.380016 -2.228073 -0.03 0.01 0.00 0.209
H 1.822471 3.972485 -1.827441 0.01 -0.03 0.10 0.189
H 2.229602 4.104536 -0.102493 -0.08 -0.03 -0.09 0.223
H 4.448643 3.510259 -2.588905 -0.03 0.16 -0.12 0.224
H 6.176358 1.575059 -2.337936 0.14 -0.07 -0.08 0.227
H 7.369602 -3.690241 2.073885 0.04 -0.09 0.00 0.217
H 5.765383 -2.935086 2.102880 -0.09 0.01 0.06 0.216
H 7.214429 -1.933758 2.239269 0.00 0.05 0.02 0.211
H 5.189812 -4.031088 -0.151222 -0.07 -0.01 0.03 0.214
H 6.297781 -3.811121 -1.517328 -0.03 0.01 -0.07 0.224
H 6.790015 -4.803629 -0.141601 0.04 -0.11 0.06 0.215
H 8.587442 -1.804517 0.151330 -0.06 0.03 0.01 0.471
H -0.726173 3.848495 -0.333648 0.02 -0.05 0.03 0.171
H 0.378214 3.784614 1.067859 0.00 -0.02 -0.09 0.228
H -1.773726 2.605361 1.474231 0.05 0.00 -0.03 0.199
H 0.639323 0.736160 1.343199 -0.01 -0.16 0.06 0.213
H -0.828590 0.466823 2.300437 0.02 -0.08 0.01 0.209
H 0.747349 1.265884 3.837772 -0.14 0.14 -0.05 0.162
H -0.277815 2.679018 3.506664 -0.02 -0.07 0.03 0.172
H 2.136989 2.260275 2.147702 0.03 0.03 0.05 0.470
H -2.172327 -1.369902 -0.565316 0.06 -0.06 -0.03 0.207
H -1.834133 -1.106649 1.152156 0.07 -0.01 0.00 0.205
H -3.724035 -2.661053 0.844910 -0.05 0.04 0.05 0.202
H -4.260539 -1.166739 1.648636 0.00 -0.06 0.00 0.155
```
Forces are in eV/Å.

Properties
Charge: 0
HOMO level in eV: -8.1
SMILES: CC(C)N1CCC(N2CCN(Cc3ccc(C#CC(C)(C)O)s3)C[C@@H]2CCO)CC1
LUMO in hartree: 0.022
Kohn-Sham gap in eV: 8.725


Density functional theory data (ωB97M-V/def2-TZVPD) for a molecular structure, C24H39N4NiO5SSi2Te at a distorted geometry.

Geometry as XYZ:
```
77
Properties=species:S:1:pos:R:3:forces:R:3:mulliken_spin:R:1
Ni -0.848002 0.211645 0.879442 -1.79 1.00 1.16 1.738
N -0.857976 0.023274 3.127318 -0.14 -0.37 -0.28 0.054
C -2.232662 0.413033 3.509378 -0.11 0.20 -0.05 -0.009
C -2.600798 1.695061 2.752667 0.05 0.16 -0.31 0.001
O -3.233064 2.600840 3.312987 -0.04 -0.17 0.10 0.004
N -2.141520 1.654675 1.510089 0.27 -0.02 0.04 0.099
C -2.249031 2.818818 0.661881 0.32 -0.16 0.07 0.011
C -0.861106 3.052203 0.045289 -0.41 0.26 0.37 -0.012
O -0.456746 4.160752 -0.278585 -0.01 -0.20 -0.11 0.007
O -0.177640 1.955019 -0.066719 0.30 -0.39 -0.84 0.031
H -0.600164 -0.857938 3.558467 0.05 0.00 -0.01 -0.004
H -0.225316 0.736735 3.472882 0.16 -0.02 -0.07 -0.001
H -2.344556 0.585257 4.580894 0.04 0.02 0.00 0.003
H -2.923171 -0.368582 3.194358 0.02 -0.06 0.05 0.003
H -2.591849 3.695904 1.208455 0.03 0.06 -0.05 0.007
H -2.941808 2.628419 -0.170989 -0.07 0.09 0.04 -0.001
C -5.897584 -0.999432 -5.165780 -0.01 0.04 0.10 0.000
C -5.405373 -1.129391 -3.747888 -0.04 -0.05 -0.07 0.000
C -4.477993 -0.223392 -3.236887 -0.01 -0.03 0.04 0.000
C -4.040117 -0.323232 -1.927614 0.00 0.03 -0.03 -0.003
C -4.535288 -1.338253 -1.122035 0.04 0.02 0.25 -0.003
C -5.451790 -2.251621 -1.609360 0.03 -0.04 0.08 0.001
C -5.883027 -2.143529 -2.923589 0.03 0.05 -0.03 0.000
S -4.027344 -1.378420 0.588905 -0.08 -0.04 -0.12 0.011
O -4.374570 -2.681656 1.116210 0.12 0.02 -0.19 0.005
O -4.630949 -0.242526 1.220664 0.19 0.06 -0.07 0.000
N -2.437088 -1.156097 0.496539 -0.09 -0.13 0.18 0.014
C -1.566679 -2.171816 0.280551 0.03 -0.64 -0.23 0.022
C -1.830544 -3.528053 -0.031292 0.00 0.11 0.04 0.010
C -0.774981 -4.401203 -0.123548 0.14 0.11 0.01 -0.002
C 0.533565 -3.944739 0.057491 -0.02 -0.06 -0.04 0.001
C 0.715122 -2.600293 0.285303 0.25 0.08 -0.05 0.000
N -0.289856 -1.734707 0.384918 -0.36 -0.37 -0.12 0.011
H -5.134265 -0.554537 -5.803591 -0.01 -0.02 -0.04 0.000
H -6.779469 -0.355477 -5.206752 0.00 0.00 -0.02 0.000
H -6.177212 -1.970384 -5.574203 0.01 0.01 -0.03 0.000
H -4.099439 0.566928 -3.874575 0.03 0.00 0.01 0.000
H -3.316170 0.369774 -1.515500 -0.03 0.04 -0.07 0.004
H -5.808599 -3.033262 -0.950410 -0.03 0.00 -0.05 0.000
H -6.601157 -2.854597 -3.315968 0.01 -0.01 0.00 0.000
H -2.847375 -3.857900 -0.159666 -0.04 -0.02 0.04 -0.001
H -0.950482 -5.448484 -0.337801 -0.07 0.01 -0.01 0.000
H 1.381887 -4.611679 0.000456 0.01 0.02 -0.01 0.000
H 1.710942 -2.180377 0.383839 -0.03 0.07 0.01 -0.002
C 3.242487 2.706491 -3.455089 -0.13 -0.23 0.08 0.000
Si 2.671895 1.350673 -2.258142 0.28 0.09 0.02 -0.001
C 3.925060 -0.071610 -2.337745 -0.20 0.16 0.01 0.000
C 0.980041 0.702757 -2.755848 0.15 0.21 0.11 -0.001
C 2.739549 2.114939 -0.530889 -0.40 -0.28 -0.14 0.006
Te 1.849428 0.850134 0.968392 1.86 0.34 -0.07 -0.012
C 3.800476 -0.139130 1.309229 -0.08 0.22 0.38 0.008
Si 4.553457 0.535535 2.891341 0.03 -0.03 0.05 -0.001
C 3.418507 -0.010908 4.303366 0.15 0.09 -0.19 0.000
C 6.289394 -0.164680 3.200116 -0.23 0.05 -0.03 0.001
C 4.692853 2.417174 2.820673 -0.05 -0.26 -0.04 0.000
H 3.324344 2.332153 -4.478791 -0.01 0.01 0.00 0.000
H 4.217645 3.101988 -3.161446 0.00 -0.02 0.01 0.000
H 2.531155 3.535224 -3.451767 0.00 0.00 0.01 0.000
H 4.015785 -0.448925 -3.359295 -0.02 -0.01 0.00 0.000
H 3.610504 -0.900703 -1.698890 0.01 0.00 -0.01 0.000
H 4.916973 0.250963 -2.011529 0.00 0.01 0.00 0.000
H 1.005635 0.192179 -3.722150 0.09 0.02 0.01 0.000
H 0.272109 1.530311 -2.813316 -0.04 0.01 0.01 0.000
H 0.600790 0.009671 -2.004017 -0.01 -0.06 0.03 0.001
H 2.166289 3.041628 -0.489845 -0.03 -0.02 0.02 0.000
H 3.763405 2.306259 -0.207148 0.03 0.01 0.00 0.001
H 4.419626 0.038905 0.429182 -0.09 0.05 -0.03 0.000
H 3.649323 -1.218320 1.386800 -0.04 -0.02 0.01 -0.001
H 3.398881 -1.101337 4.377527 0.02 0.00 -0.01 0.000
H 2.401087 0.329831 4.098025 -0.01 0.02 0.06 0.000
H 3.722277 0.388337 5.272825 0.01 0.02 -0.01 0.000
H 6.269474 -1.253827 3.282693 0.00 0.00 0.00 0.000
H 6.708151 0.235654 4.126874 0.01 -0.01 0.00 0.000
H 6.968213 0.096509 2.385093 -0.01 0.01 -0.01 0.000
H 3.712931 2.857134 2.631240 -0.01 0.04 0.02 0.000
H 5.360644 2.727675 2.012895 0.01 -0.02 0.00 0.000
H 5.082818 2.830572 3.753373 0.00 -0.04 0.02 0.000
```
Forces are in eV/Å.

Properties
2S+1: 3
Relative energy (zero: lowest compared OMol25 entry of this formula, charge and spin) in eV: 0.670
Charge: -1
<S²>: 2.0052
HOMO level (spin up / spin down) in eV: -4.9 / -4.8
LUMO (spin up / spin down) in hartree: 0.078 / 0.077
Kohn-Sham gap (spin up / spin down) in eV: 6.974 / 6.923


Number 1: electronic energy -1650.76844 Ha. Number 2: electronic energy -4286.84807 Ha.